This record from OMol25 describes a molecular structure, C21H17N3O4Sr. The level of theory is ωB97M-V/def2-TZVPD.

The HOMO energy is -6.4592 eV. As for the total charge: 0. The value obtained for the energy relative to the best compared isomer or geometry (same formula, charge and spin) is 17.86 kcal per mole. For the LUMO energy, the calculation gives -0.89 eV. Its frontier orbital gap is 5.57 eV.

Cartesian coordinates (Å):
Sr (-1.746, 0.187, -0.157)
O (-0.778, 5.051, -0.151)
C (-1.276, 3.816, -0.192)
O (-0.584, 2.831, -0.330)
C (-2.759, 3.757, -0.064)
C (-3.568, 4.872, 0.038)
C (-4.943, 4.663, 0.121)
C (-5.433, 3.373, 0.092)
C (-4.536, 2.310, -0.012)
N (-3.228, 2.509, -0.080)
C (-5.015, 0.848, -0.066)
O (-6.219, 0.662, -0.006)
O (-4.068, 0.006, -0.171)
H (0.184, 4.985, -0.243)
H (-3.140, 5.863, 0.047)
H (-5.615, 5.507, 0.203)
H (-6.488, 3.144, 0.144)
C (-1.596, -2.502, 0.046)
C (-0.259, -2.982, 0.102)
C (0.588, -2.979, -1.041)
C (1.906, -3.358, -0.981)
C (2.470, -3.789, 0.228)
C (1.652, -3.851, 1.361)
C (0.337, -3.456, 1.303)
C (3.863, -4.082, 0.308)
N (4.998, -4.272, 0.379)
H (-2.258, -2.819, 0.847)
H (-2.064, -2.593, -0.938)
H (0.174, -2.657, -1.992)
H (2.523, -3.325, -1.870)
H (2.072, -4.202, 2.296)
H (-0.277, -3.513, 2.195)
C (5.174, -0.747, -0.168)
C (3.721, -0.384, -0.102)
C (2.917, -0.771, 0.962)
C (1.570, -0.461, 0.949)
N (0.982, 0.224, -0.033)
C (1.760, 0.623, -1.042)
C (3.108, 0.339, -1.123)
H (5.507, -1.226, 0.750)
H (5.784, 0.135, -0.362)
H (5.343, -1.460, -0.977)
H (3.331, -1.343, 1.782)
H (0.932, -0.800, 1.756)
H (1.274, 1.198, -1.824)
H (3.678, 0.669, -1.982)

***

This record from OMol25 describes a molecular structure, C21H17N5NiO8S. The level of theory is ωB97M-V/def2-TZVPD.

The HOMO energy (alpha / beta) is -7.3198 / -7.4013 eV. As for the total charge: 0. The value obtained for the energy relative to the best compared isomer or geometry (same formula, charge and spin) is 0.00 kcal per mole. As for the spin multiplicity: 3. For the LUMO energy (alpha / beta), the calculation gives -0.32 / -0.42 eV. Its frontier orbital gap (alpha / beta) is 7.00 / 6.98 eV.

Cartesian coordinates (Å):
Ni (1.264, -0.941, -0.060)
O (-5.718, -0.904, -3.614)
N (-5.343, -0.774, -2.463)
O (-6.086, -0.610, -1.513)
C (-3.907, -0.823, -2.205)
C (-3.433, -0.657, -0.908)
C (-2.084, -0.663, -0.659)
C (-1.140, -0.800, -1.717)
O (0.107, -0.639, -1.566)
C (-1.694, -1.153, -2.978)
C (-3.043, -1.099, -3.242)
N (-0.806, -1.599, -4.050)
O (0.254, -2.141, -3.746)
O (-1.130, -1.372, -5.196)
N (-1.737, -0.487, 0.724)
O (-0.574, -1.282, 1.107)
O (-1.338, 0.889, 0.967)
H (-4.129, -0.522, -0.091)
H (-3.416, -1.302, -4.234)
C (1.862, 3.838, -2.073)
C (0.810, 4.000, -1.185)
C (0.506, 3.035, -0.232)
C (1.271, 1.863, -0.128)
C (2.330, 1.718, -1.044)
C (2.616, 2.675, -2.001)
N (1.071, 0.844, 0.792)
C (-0.045, 0.849, 1.661)
C (-0.048, 1.930, 2.711)
C (-0.625, 1.712, 3.890)
C (-1.276, 0.426, 4.197)
C (-1.084, -0.641, 3.429)
C (-0.145, -0.548, 2.267)
H (2.084, 4.597, -2.812)
H (0.196, 4.893, -1.242)
H (-0.356, 3.173, 0.407)
H (2.933, 0.810, -0.996)
H (3.431, 2.517, -2.698)
H (0.425, 2.869, 2.459)
H (-0.632, 2.486, 4.648)
H (-1.907, 0.363, 5.076)
H (-1.530, -1.606, 3.644)
H (0.837, -0.945, 2.527)
O (1.336, -2.847, -1.120)
H (1.114, -2.524, -2.020)
H (0.561, -3.373, -0.884)
S (4.615, -1.201, 2.910)
C (3.851, -2.723, 2.742)
C (2.959, -2.676, 1.728)
N (2.877, -1.448, 1.097)
C (3.697, -0.582, 1.625)
H (4.099, -3.557, 3.381)
H (2.346, -3.496, 1.385)
H (3.773, 0.448, 1.302)

***

This record from OMol25 describes a molecular structure, C21H17N6O4RuS. The level of theory is ωB97M-V/def2-TZVPD.

The HOMO energy (alpha / beta) is -13.0364 / -13.0432 eV. As for the total charge: +2. As for the spin multiplicity: 2. For the LUMO energy (alpha / beta), the calculation gives -8.06 / -8.43 eV. Its frontier orbital gap (alpha / beta) is 4.98 / 4.61 eV.

Cartesian coordinates (Å):
Ru (1.759, -0.406, -0.614)
N (-2.687, -0.274, 0.339)
C (-3.078, -0.726, 1.571)
C (-4.395, -0.533, 2.008)
C (-4.781, -0.954, 3.261)
C (-3.869, -1.589, 4.116)
C (-2.574, -1.807, 3.700)
C (-2.167, -1.380, 2.437)
S (-0.535, -1.691, 1.913)
N (-0.392, -0.872, 0.513)
C (-1.409, -0.256, -0.160)
C (-1.073, 0.456, -1.340)
C (-1.967, 1.213, -2.144)
C (-1.505, 1.896, -3.236)
C (-0.138, 1.838, -3.579)
C (0.688, 1.089, -2.779)
N (0.258, 0.430, -1.698)
H (-3.419, 0.127, -0.231)
H (-5.097, -0.038, 1.354)
H (-5.795, -0.784, 3.592)
H (-4.182, -1.900, 5.101)
H (-1.857, -2.294, 4.344)
H (-3.016, 1.263, -1.895)
H (-2.180, 2.476, -3.847)
H (0.245, 2.355, -4.442)
H (1.764, 1.011, -2.978)
O (4.630, -0.082, 1.980)
C (4.428, 0.369, 0.916)
O (3.317, -1.434, 0.085)
C (3.164, 2.261, 0.778)
C (3.103, 3.573, 1.251)
C (1.878, 4.099, 1.601)
C (0.749, 3.296, 1.460)
C (0.889, 2.043, 0.916)
N (2.071, 1.513, 0.551)
H (4.024, 4.122, 1.370)
H (1.802, 5.099, 1.997)
H (-0.229, 3.634, 1.763)
H (0.023, 1.413, 0.775)
O (4.074, -0.311, -0.212)
O (4.399, 1.714, 0.598)
N (1.659, -2.317, -2.986)
C (1.615, -3.626, -3.277)
C (1.321, -4.294, -2.104)
C (1.208, -3.300, -1.134)
N (1.405, -2.106, -1.689)
H (1.860, -1.563, -3.633)
H (1.797, -4.002, -4.264)
H (1.218, -5.350, -1.963)
H (1.001, -3.403, -0.084)

***

This record from OMol25 describes a molecular structure, C21H18Br2N. The level of theory is ωB97M-V/def2-TZVPD.

The HOMO energy is -11.3252 eV. As for the total charge: +1. The value obtained for the energy relative to the best compared isomer or geometry (same formula, charge and spin) is 12.10 kcal per mole. For the LUMO energy, the calculation gives -4.23 eV. Its frontier orbital gap is 7.10 eV.

Cartesian coordinates (Å):
Br (-5.879, 2.772, -1.959)
C (-4.352, 1.924, -1.223)
C (-4.351, 0.533, -1.025)
C (-3.111, -0.103, -0.912)
C (-1.913, 0.618, -0.999)
C (-0.618, -0.114, -1.034)
C (0.563, 0.720, -0.983)
C (1.826, 0.193, -0.972)
C (3.066, 0.914, -1.149)
C (4.302, 0.213, -1.251)
C (5.512, 0.845, -1.530)
C (5.555, 2.251, -1.638)
Br (7.186, 3.124, -2.053)
C (4.363, 2.991, -1.521)
C (3.148, 2.332, -1.270)
C (-1.974, 2.038, -0.923)
C (-3.186, 2.719, -1.122)
H (-5.278, -0.045, -1.028)
H (-3.070, -1.160, -0.655)
H (-0.589, -1.038, -1.599)
H (0.454, 1.810, -0.975)
H (1.910, -0.872, -0.784)
H (4.323, -0.874, -1.097)
H (6.445, 0.267, -1.626)
H (4.424, 4.077, -1.600)
H (2.261, 2.938, -1.140)
H (-1.105, 2.660, -0.663)
H (-3.197, 3.795, -1.281)
C (-1.409, -3.737, 4.009)
C (-1.253, -2.837, 2.832)
C (-1.192, -1.458, 2.981)
C (-1.029, -0.658, 1.859)
N (-0.890, -1.149, 0.600)
C (-1.006, -2.488, 0.465)
C (-1.159, -3.359, 1.544)
H (-1.430, -4.776, 3.665)
H (-0.573, -3.605, 4.708)
H (-2.338, -3.516, 4.550)
H (-1.267, -1.037, 3.981)
H (-1.004, 0.431, 1.977)
H (-0.961, -2.899, -0.552)
H (-1.203, -4.440, 1.392)

***

This record from OMol25 describes a molecular structure, C21H18Cl2N7O3S4Zr. The level of theory is ωB97M-V/def2-TZVPD.

The HOMO energy is -4.2919 eV. As for the total charge: -1. For the LUMO energy, the calculation gives 2.07 eV. Its frontier orbital gap is 6.36 eV.

Cartesian coordinates (Å):
Zr (-0.404, 0.508, -0.330)
N (0.044, 3.521, -3.912)
C (-0.374, 2.808, -2.820)
S (-0.825, 1.155, -3.045)
N (-0.464, 3.525, -1.723)
N (-0.792, 2.747, -0.625)
C (-1.319, 3.378, 0.341)
C (-1.608, 2.695, 1.606)
C (-2.383, 3.319, 2.563)
C (-2.618, 2.660, 3.756)
C (-2.035, 1.424, 3.961)
C (-1.275, 0.870, 2.948)
N (-1.073, 1.479, 1.779)
H (0.345, 2.984, -4.705)
H (0.523, 4.383, -3.715)
H (-1.558, 4.429, 0.221)
H (-2.811, 4.289, 2.349)
H (-3.255, 3.103, 4.512)
H (-2.189, 0.865, 4.873)
H (-0.806, -0.094, 3.067)
C (2.370, -1.661, 2.660)
C (1.667, -0.745, 1.711)
N (0.678, -1.121, 0.974)
O (0.378, -2.484, 1.027)
C (2.090, 0.640, 1.595)
C (3.269, 1.238, 2.272)
N (1.384, 1.386, 0.770)
O (1.731, 2.585, 0.574)
H (1.879, -2.625, 2.715)
H (2.393, -1.202, 3.649)
H (3.404, -1.808, 2.341)
H (-0.578, -2.483, 0.816)
H (3.677, 0.573, 3.034)
H (2.994, 2.190, 2.731)
H (4.058, 1.472, 1.550)
S (-4.999, 0.151, 1.613)
C (-3.573, -0.093, 0.786)
S (-3.097, 0.814, -0.620)
S (-2.417, -1.317, 1.229)
Cl (4.082, -0.696, -2.325)
C (2.640, -1.664, -2.446)
C (2.730, -2.940, -3.040)
C (1.627, -3.720, -3.175)
Cl (1.770, -5.295, -3.932)
C (0.361, -3.267, -2.719)
C (-0.854, -3.972, -2.862)
C (-2.012, -3.402, -2.427)
C (-1.981, -2.143, -1.797)
N (-0.863, -1.483, -1.617)
C (0.300, -2.014, -2.098)
C (1.451, -1.172, -1.962)
O (1.319, 0.009, -1.425)
H (3.690, -3.287, -3.398)
H (-0.851, -4.947, -3.330)
H (-2.963, -3.905, -2.537)
H (-2.879, -1.660, -1.439)

***

This record from OMol25 describes a molecular structure, C21H18Cl3N4O3SZr. The level of theory is ωB97M-V/def2-TZVPD.

The HOMO energy is -16.3652 eV. As for the total charge: +3. The value obtained for the energy relative to the best compared isomer or geometry (same formula, charge and spin) is 0.00 kcal per mole. For the LUMO energy, the calculation gives -11.73 eV. Its frontier orbital gap is 4.64 eV.

Cartesian coordinates (Å):
Zr (-0.198, 1.011, 0.223)
Cl (5.790, 1.198, 4.714)
C (4.722, 1.126, 3.343)
C (3.368, 1.382, 3.543)
C (2.391, 1.208, 2.604)
Cl (0.728, 1.306, 3.041)
C (2.730, 0.906, 1.242)
O (1.815, 0.697, 0.268)
C (4.140, 0.782, 1.011)
Cl (4.778, 0.365, -0.547)
C (5.115, 0.923, 2.033)
H (3.061, 1.644, 4.544)
H (6.129, 0.853, 1.774)
O (0.404, -6.179, -1.207)
C (-0.625, -5.847, -0.370)
O (-1.390, -6.671, -0.023)
C (-0.723, -4.486, 0.260)
C (0.322, -3.562, 0.365)
C (0.060, -2.295, 0.830)
C (-1.258, -1.839, 1.080)
C (-2.307, -2.757, 1.029)
C (-1.995, -4.067, 0.726)
N (-1.494, -0.427, 1.190)
C (-2.735, 0.032, 1.427)
C (-3.019, 1.415, 1.180)
C (-4.260, 2.042, 1.391)
C (-4.319, 3.423, 1.365)
C (-3.136, 4.156, 1.156)
C (-1.928, 3.500, 0.912)
N (-1.903, 2.190, 0.804)
H (0.929, -5.389, -1.610)
H (1.368, -3.850, 0.079)
H (0.825, -1.528, 0.884)
H (-3.321, -2.460, 1.310)
H (-2.762, -4.845, 0.875)
H (-3.554, -0.624, 1.738)
H (-5.142, 1.392, 1.450)
H (-5.260, 3.978, 1.573)
H (-3.169, 5.258, 1.204)
H (-0.984, 4.010, 0.782)
C (0.468, 1.377, -5.784)
N (-0.202, 0.761, -4.597)
C (0.378, 0.749, -3.382)
N (1.712, 1.042, -3.236)
S (-0.683, 0.357, -2.027)
H (-0.263, 1.362, -6.601)
H (1.375, 0.840, -6.043)
H (0.806, 2.395, -5.521)
H (-1.182, 0.569, -4.708)
H (2.351, 1.345, -4.005)
H (2.046, 1.232, -2.291)

***

This record from OMol25 describes a molecular structure, C21H18Cl3N4O3SZr. The level of theory is ωB97M-V/def2-TZVPD.

The HOMO energy (alpha / beta) is -17.2984 / -17.2983 eV. As for the total charge: +3. The value obtained for the energy relative to the best compared isomer or geometry (same formula, charge and spin) is 20.04 kcal per mole. For the LUMO energy (alpha / beta), the calculation gives -12.09 / -12.09 eV. Its frontier orbital gap (alpha / beta) is 5.21 / 5.20 eV.

Cartesian coordinates (Å):
Zr (-12.236, -0.121, 15.122)
Cl (-11.180, 1.172, 22.120)
C (-11.337, 0.469, 20.528)
C (-12.120, 1.133, 19.519)
C (-12.182, 0.660, 18.234)
Cl (-13.013, 1.579, 16.957)
C (-11.410, -0.421, 17.902)
O (-11.352, -0.890, 16.619)
C (-10.729, -1.176, 18.870)
Cl (-9.843, -2.590, 18.423)
C (-10.666, -0.739, 20.187)
H (-12.605, 2.051, 19.822)
H (-10.114, -1.250, 20.962)
O (-6.864, -2.019, 9.806)
C (-7.841, -2.928, 10.074)
O (-7.824, -3.983, 9.452)
C (-8.856, -2.537, 11.063)
C (-9.674, -3.627, 11.552)
C (-10.606, -3.360, 12.506)
C (-10.819, -2.056, 13.000)
C (-10.103, -1.025, 12.398)
C (-9.116, -1.253, 11.470)
N (-11.834, -1.860, 13.883)
C (-12.596, -2.896, 14.401)
C (-13.652, -2.637, 15.281)
C (-14.298, -3.641, 16.025)
C (-15.276, -3.319, 16.929)
C (-15.763, -1.977, 16.931)
C (-15.178, -1.053, 16.148)
N (-14.046, -1.296, 15.344)
H (-6.784, -1.351, 10.534)
H (-9.613, -4.657, 11.141)
H (-11.249, -4.153, 12.840)
H (-10.318, -0.007, 12.656)
H (-8.606, -0.358, 11.085)
H (-12.142, -3.889, 14.521)
H (-14.013, -4.622, 15.718)
H (-15.573, -3.981, 17.699)
H (-16.553, -1.659, 17.606)
H (-15.532, 0.019, 16.166)
C (-7.857, 1.861, 17.091)
N (-8.982, 2.184, 16.237)
C (-9.533, 1.344, 15.348)
N (-8.989, 0.137, 15.018)
S (-10.888, 1.989, 14.364)
H (-7.316, 2.760, 17.437)
H (-7.174, 1.177, 16.527)
H (-8.289, 1.358, 18.014)
H (-9.312, 3.150, 16.185)
H (-8.476, -0.480, 15.631)
H (-9.166, -0.217, 14.044)

***

This record from OMol25 describes a molecular structure, C21H18ClEuF5O8P2S2. The level of theory is ωB97M-V/def2-TZVPD.

The HOMO energy (alpha / beta) is -15.0286 / -15.0286 eV. As for the total charge: +3. As for the spin multiplicity: 7. For the LUMO energy (alpha / beta), the calculation gives -11.25 / -11.66 eV. Its frontier orbital gap (alpha / beta) is 3.78 / 3.37 eV.

Cartesian coordinates (Å):
C (6.219, -1.615, -1.813)
P (4.785, -2.600, -1.029)
C (5.224, -3.336, 0.676)
C (3.130, -1.651, -1.034)
C (2.004, -2.145, -2.168)
C (0.529, -1.449, -2.337)
C (0.160, -0.183, -1.308)
C (1.204, 0.328, -0.135)
C (0.745, 1.560, 0.883)
C (0.743, 1.084, 2.486)
C (1.609, 2.277, 3.272)
S (0.476, 3.739, 3.731)
O (-0.095, 4.463, 2.450)
O (1.216, 4.843, 4.537)
O (-0.909, 3.172, 4.605)
C (2.689, -0.435, -0.027)
P (3.926, 0.192, 1.340)
O (5.561, 0.230, 0.741)
Cl (3.768, -1.219, 2.976)
C (-1.341, 0.499, -1.581)
O (-1.577, 1.813, -1.620)
C (-2.553, -0.617, -1.865)
C (-2.184, -1.891, -2.883)
C (-3.322, -3.025, -3.227)
C (-4.804, -2.859, -2.540)
C (-5.165, -1.585, -1.527)
C (-4.019, -0.429, -1.156)
S (-4.527, 0.922, 0.037)
O (-5.430, 0.220, 1.125)
O (-3.351, 1.562, 0.835)
C (-5.669, 2.238, -0.745)
F (-4.827, 3.139, -1.565)
F (-6.590, 1.511, -1.649)
C (-6.544, 3.040, 0.432)
F (-7.707, 2.203, 0.894)
F (-5.738, 3.393, 1.623)
F (-7.069, 4.330, -0.121)
C (-0.614, -1.928, -3.461)
O (-0.319, -2.346, -4.697)
H (5.831, -0.667, -2.404)
H (6.941, -1.177, -0.970)
H (6.927, -2.308, -2.478)
H (5.934, -2.683, 1.338)
H (4.200, -3.474, 1.268)
H (5.633, -4.436, 0.483)
H (2.260, -3.034, -2.922)
H (1.452, 2.470, 0.677)
H (-0.356, 1.939, 0.682)
H (1.244, 0.038, 2.641)
H (-0.338, 1.099, 2.949)
H (2.452, 2.747, 2.593)
H (2.182, 1.841, 4.223)
H (-1.566, 3.946, 4.494)
H (5.638, 0.724, -0.128)
H (-3.014, -3.918, -3.952)
H (-5.594, -3.717, -2.791)
H (-6.251, -1.541, -1.051)
Eu (6.793, -5.295, 1.191)

***

no.,total energy (a.u.)
1,-1306.48995
2,-3592.34228
3,-1932.34541
4,-6013.52972
5,-3980.45158
6,-3080.68417
7,-3080.65224
8,-4559.60907